Entry 1:
C4H7NO in the gas phase at a distorted geometry. Source: OMol25; level of theory: ωB97M-V/def2-TZVPD.

## Properties
Charge = 0
E_LUMO = 0.033 hartree
HOMO = -9.276 eV
SMILES = CN1C[C@H]1C=O

```
13
Properties=species:S:1:pos:R:3:mulliken_charge:R:1
C -1.058 1.191 0.947 -0.843
N -0.670 0.314 -0.126 -0.199
C -0.378 -1.029 0.182 -0.662
C 0.705 0.039 -0.343 0.266
C 1.392 -0.540 -1.515 -0.318
O 2.594 -0.486 -1.657 -0.486
H -2.073 0.882 1.207 0.316
H -1.063 2.213 0.574 0.286
H -0.429 1.114 1.850 0.344
H -0.102 -1.506 1.097 0.292
H -1.099 -1.669 -0.325 0.334
H 1.386 0.682 0.239 0.341
H 0.755 -1.224 -2.096 0.329
```

---

Entry 2:
C4H7NO in the gas phase at a distorted geometry. Source: OMol25; level of theory: ωB97M-V/def2-TZVPD.

## Properties
Charge = 0
E_LUMO (alpha / beta) = 0.026 / 0.006 hartree
HOMO (alpha / beta) = -8.181 / -8.081 eV
SMILES = C[N+]([O-])=C1CC1

```
13
Properties=species:S:1:pos:R:3:mulliken_charge:R:1
C -0.229 0.659 -0.057 0.099
C -1.237 1.355 0.601 -0.573
C -1.186 -0.187 0.635 -0.599
C 1.958 -0.698 0.024 -0.826
N 1.291 0.642 0.209 0.519
O 1.878 1.687 0.136 -0.554
H -1.014 1.879 1.504 0.231
H -2.133 1.829 0.161 0.193
H -1.873 -0.590 -0.022 0.275
H -0.957 -0.543 1.573 0.298
H 2.034 -1.015 1.058 0.328
H 2.906 -0.568 -0.513 0.310
H 1.282 -1.330 -0.440 0.300
```

---

Entry 3:
C4H7NO in the gas phase. Source: OMol25; level of theory: ωB97M-V/def2-TZVPD.

## Properties
Charge = 0
E_LUMO = 0.035 hartree
HOMO = -9.943 eV
SMILES = C[C@H]1CN1C=O

```
13
Properties=species:S:1:pos:R:3:mulliken_charge:R:1
C 1.651 0.422 0.355 -1.306
C 0.445 -0.203 -0.286 0.282
C -0.401 -1.249 0.332 -0.457
N -0.797 0.159 0.382 -0.326
C -1.771 0.743 -0.431 0.100
O -1.576 1.080 -1.575 -0.492
H 1.650 1.487 0.097 0.268
H 1.586 0.345 1.444 0.336
H 2.589 -0.018 0.009 0.346
H 0.414 -0.170 -1.375 0.362
H -0.956 -1.899 -0.343 0.272
H -0.130 -1.688 1.289 0.240
H -2.704 0.990 0.101 0.373
```

---

Entry 4:
A molecular structure, C4H7NO at a distorted geometry. Source: OMol25; level of theory: ωB97M-V/def2-TZVPD.

## Properties
Charge = 0
E_LUMO = 0.030 hartree
HOMO = -9.833 eV

```
13
Properties=species:S:1:pos:R:3:mulliken_charge:R:1
C 1.459 0.911 -0.187 -0.671
N 0.577 -0.157 -0.060 0.109
C -0.644 -0.076 -0.762 -0.448
C -1.334 -0.952 0.328 -0.419
C -0.005 -0.750 1.079 0.425
O 0.449 -0.987 2.163 -0.564
H 0.378 1.880 -0.415 0.156
H 2.200 0.914 0.638 0.310
H 1.926 0.976 -1.171 0.254
H -0.662 -0.317 -1.829 0.280
H -0.683 1.341 -0.724 0.091
H -2.191 -0.470 0.796 0.235
H -1.573 -2.013 0.142 0.242
```

---

Entry 5:
A molecular structure, C4H7NO. Source: OMol25; level of theory: ωB97M-V/def2-TZVPD.

## Properties
Charge = 0
E_LUMO = 0.009 hartree
HOMO = -8.586 eV

```
13
Properties=species:S:1:pos:R:3:mulliken_charge:R:1
O 1.259 -0.400 1.497 -0.563
C 0.405 -0.174 0.433 0.538
C -0.324 -1.358 -0.241 -0.709
N -0.808 0.439 -0.970 -0.518
C -0.836 0.704 0.528 -0.446
C 0.688 0.550 -0.889 -0.404
H 1.877 -1.096 1.242 0.341
H -0.869 -0.710 -1.264 0.425
H -1.178 -1.639 0.401 0.242
H -0.711 1.780 0.714 0.276
H -1.707 0.310 1.056 0.261
H 1.214 -0.004 -1.671 0.287
H 0.990 1.598 -0.836 0.270
```

---

Entry 6:
A molecular structure, C4H7NO at a distorted geometry. Source: OMol25; level of theory: ωB97M-V/def2-TZVPD.

## Properties
Charge = 0
E_LUMO = 0.022 hartree
HOMO = -8.204 eV

```
13
Properties=species:S:1:pos:R:3:mulliken_charge:R:1
C -0.134 1.526 1.061 -1.115
C 0.036 0.602 -0.102 -0.220
C 0.722 -0.662 -0.034 -0.005
N 0.442 -1.497 -1.052 -0.518
C -1.448 -1.153 -1.031 0.083
O -2.140 -1.848 -1.648 -0.302
H -1.206 1.645 1.262 0.308
H 0.328 1.117 1.965 0.324
H 0.275 2.523 0.865 0.309
H -0.133 0.979 -1.105 0.450
H 0.971 -1.003 0.979 0.349
H 1.522 0.218 -0.276 0.116
H 0.766 -2.446 -0.885 0.222
```

---

For reference, relative energy (zero: lowest compared OMol25 entry of this formula, charge and spin) by record: 81.0, 140.6, 42.6, 88.9, 157.2, 109.8 kcal/mol.